Entry 1:
The following is a DFT calculation (wB97M-V/def2-TZVPD) of a structure of composition C29H73BN3O16V at a distorted geometry.

The geometry in XYZ format:
```
123
Properties=species:S:1:pos:R:3:forces:R:3
O -0.1593 3.6523 0.0041 -2.689 -1.315 -0.406
V -1.5251 2.7516 -0.0571 0.434 4.144 -0.274
C -3.6625 3.7614 -1.3275 -0.317 3.359 7.350
O -4.4221 4.6005 -0.8194 -3.066 3.058 -3.673
O -2.4723 3.9844 -1.5864 6.317 1.745 -4.477
O -3.6573 2.7529 -0.5802 -0.516 -9.407 2.320
C -2.3367 3.0629 2.5524 -5.023 -2.398 -3.411
O -1.5332 2.2555 2.1650 6.001 -6.636 1.640
O -3.5401 2.8716 2.7820 -1.590 -0.302 4.175
O -2.2703 3.9509 1.7192 0.373 9.062 -3.379
B -0.6351 0.8254 -0.5734 -0.064 -0.882 0.130
H -0.6693 1.4809 -1.4298 -0.096 2.530 -3.553
H -0.0457 1.3402 0.1695 2.075 1.393 2.995
H -1.6560 0.7110 -0.2433 -3.947 -0.908 1.371
H -0.1476 -0.1113 -0.7951 1.279 -3.393 -1.042
C -0.7612 -5.3741 -7.4576 0.820 1.185 0.435
O -0.8710 -4.4402 -6.3875 -0.383 0.135 0.764
C 0.3595 -4.0482 -5.7785 1.319 -0.598 -1.094
C 0.2727 -3.1211 -4.6115 -1.426 -0.143 0.988
N -0.5152 -3.7749 -3.5378 0.426 1.359 -0.164
C -0.9377 -2.8220 -2.4626 -1.547 -0.861 -1.389
C -1.6927 -3.6129 -1.4049 0.810 -0.412 0.727
O -2.7002 -4.4868 -1.9033 -0.184 -0.026 -0.974
C -3.8732 -3.8958 -2.4637 0.238 0.383 0.938
H -1.7608 -5.5381 -7.8602 0.168 -0.122 0.152
H -0.2394 -6.2893 -7.1782 -0.318 -0.312 0.347
H -0.1137 -4.9182 -8.2066 -0.087 0.040 -0.532
H 0.9692 -3.4977 -6.4950 0.118 -0.035 -0.612
H 0.9406 -4.9329 -5.5182 -0.060 -0.347 0.181
H -0.1599 -2.1984 -4.9981 -0.497 0.389 0.176
H 1.2353 -2.8049 -4.2095 0.331 -0.443 -0.271
H -1.3631 -4.0132 -4.0321 -0.318 -0.555 0.274
H -1.7613 -2.2080 -2.8271 0.285 0.845 -0.585
H -0.1336 -2.1462 -2.1713 -0.035 -0.385 0.498
H -2.1225 -2.9509 -0.6531 0.022 0.191 0.041
H -0.9798 -4.2881 -0.9317 -0.192 -0.071 0.244
H -4.5338 -4.6767 -2.8402 0.315 -0.119 -0.036
H -3.7009 -3.1426 -3.2326 0.328 -0.205 -0.336
H -4.4059 -3.3573 -1.6799 -0.202 0.058 0.195
C 2.5741 1.6951 2.4956 -0.135 0.153 0.754
O 3.0142 2.0072 3.8328 0.667 1.406 -0.718
C 2.9781 0.9784 4.7711 -0.568 0.171 -0.370
C 3.6992 1.4013 6.1097 -1.843 0.724 -1.337
N 4.0590 0.2197 6.8330 1.367 -0.212 -0.063
C 4.9763 0.4821 7.9485 0.212 -0.408 0.189
C 6.3768 1.0117 7.5275 -0.701 -0.581 -0.477
O 6.8493 0.1824 6.4409 -0.011 1.036 0.240
C 8.0751 0.6386 5.8748 -0.290 -0.779 -0.150
H 1.4964 1.5372 2.4537 -0.116 -0.155 0.119
H 3.1011 0.8185 2.1190 0.059 -0.119 -0.109
H 2.7556 2.5534 1.8488 0.261 -0.052 0.220
H 3.3600 0.0888 4.2703 0.879 -0.483 0.447
H 1.9221 0.7258 4.8669 -0.256 -0.124 0.984
H 3.0050 2.0052 6.6940 -0.177 0.054 0.054
H 4.5314 2.0658 5.8772 0.243 -0.002 -0.365
H 4.6843 -0.1624 6.1379 0.046 -1.261 -0.033
H 5.0958 -0.4537 8.4944 0.080 -0.126 -0.024
H 4.4792 1.1626 8.6398 0.213 0.279 0.056
H 7.1282 0.9745 8.3163 -0.154 0.013 0.371
H 6.2189 2.0523 7.2443 0.466 0.154 -0.457
H 8.8915 0.5506 6.5917 0.089 0.278 0.232
H 8.0349 1.6332 5.4306 -0.234 0.256 0.309
H 8.3173 -0.0392 5.0563 -0.134 -0.108 0.015
C 1.1250 -4.0619 0.8510 -0.005 0.513 -0.366
O 0.5119 -3.2443 1.7928 -1.076 -0.011 1.069
C 0.7111 -1.8149 1.7340 2.103 -1.509 -0.219
C -0.0492 -1.0932 2.8109 -1.310 -0.613 -0.801
N -1.3771 -0.7496 2.2982 0.237 0.179 0.387
C -2.2572 -1.8939 2.0390 -0.200 1.274 0.424
C -3.5841 -1.3783 1.4199 0.613 -0.343 -0.215
O -4.2860 -0.5685 2.3008 -0.878 0.683 0.918
C -5.5064 0.0658 1.8452 1.174 -0.416 -0.402
H 2.1540 -4.2945 1.1253 0.339 0.078 -0.081
H 1.0822 -3.5920 -0.1316 0.318 0.074 -0.319
H 0.5852 -5.0034 0.7492 -0.167 -0.006 0.306
H 0.5275 -1.4949 0.7083 -0.421 0.366 0.034
H 1.7783 -1.6631 1.8958 0.504 0.175 -0.010
H 0.4854 -0.1846 3.0879 -0.153 -0.028 0.020
H -0.1534 -1.7521 3.6729 0.174 0.014 0.203
H -1.1312 -0.3097 1.4230 -0.742 0.493 -0.166
H -2.4196 -2.3302 3.0246 -0.265 -0.411 -0.052
H -1.7572 -2.6104 1.3872 -0.396 -0.397 -0.129
H -4.2225 -2.2051 1.1085 -0.091 -0.594 -0.089
H -3.3001 -0.8699 0.4986 -0.038 0.449 -0.173
H -5.9397 0.6424 2.6625 0.399 -0.058 0.036
H -6.2493 -0.6572 1.5084 -0.079 -0.455 0.001
H -5.3001 0.7188 0.9972 0.064 0.221 0.077
C -4.5512 -0.3354 -1.9814 -0.111 0.550 0.419
C -5.6731 0.5720 -2.5139 1.037 -0.873 0.514
C -6.8229 -0.2756 -2.9320 -0.872 -0.441 -0.371
O -6.0970 1.4921 -1.5108 -0.476 -1.041 -1.346
H -3.7213 0.3281 -1.7385 0.201 -0.193 0.295
H -4.1982 -1.0983 -2.6754 -0.167 0.165 -0.308
H -4.9082 -0.8411 -1.0842 0.091 -0.004 0.145
H -5.2111 1.0042 -3.4015 -0.289 0.890 -0.177
H -7.1915 -0.8456 -2.0791 -0.342 0.267 0.194
H -6.5618 -1.0439 -3.6597 0.443 0.084 -0.200
H -7.6065 0.3145 -3.4072 -0.270 0.049 0.304
H -5.3011 1.8917 -1.1522 0.867 0.781 0.634
C 1.1867 6.5748 -1.3324 -0.206 -0.114 0.706
C 1.8759 5.8529 -2.4826 -1.575 -1.271 1.511
C 1.7475 4.3331 -2.3990 1.423 -0.375 0.469
O 1.2057 6.2311 -3.6203 -0.235 1.371 -2.731
H 1.2320 7.6470 -1.5231 0.349 0.129 0.375
H 1.4949 6.2609 -0.3351 0.666 0.345 0.020
H 0.1232 6.3539 -1.2409 -0.205 -0.389 -0.648
H 2.9132 6.1770 -2.5663 0.083 -0.091 -0.136
H 2.3507 3.9732 -1.5655 -0.178 -0.249 0.248
H 2.1908 3.8813 -3.2863 0.081 0.102 -0.273
H 0.7498 3.9070 -2.2930 -0.162 0.589 0.188
H 0.2738 6.0138 -3.5435 -0.093 -0.153 0.251
C 3.6584 -0.5526 -1.6247 -0.082 -0.345 -1.194
C 2.8190 0.6730 -1.9833 -0.045 -0.162 -1.194
C 1.7226 0.4683 -3.0798 0.662 -0.473 -0.194
O 2.1898 1.0996 -0.8463 0.030 0.853 1.362
H 4.1650 -0.8982 -2.5258 0.167 -0.229 -0.161
H 3.0078 -1.3606 -1.2900 -0.042 -0.051 0.174
H 4.4366 -0.3727 -0.8830 -0.279 0.310 0.148
H 3.4878 1.4717 -2.3041 0.191 0.149 -0.148
H 1.0424 -0.3077 -2.7285 -0.165 0.057 -0.040
H 2.0593 0.1668 -4.0717 0.619 -0.346 0.054
H 1.1443 1.3599 -3.3219 0.038 0.212 0.725
H 1.2968 0.7473 -0.8413 -0.322 0.106 0.309
```
Forces are in eV/Å.

net charge: -2
M: 781.66 g mol⁻¹
spin multiplicity: 3
HOMO-LUMO gap (spin up / spin down): 5.041 / 5.072 eV
HOMO (spin up / spin down): -1.66 / -1.69 eV
F_max: 9.70 eV Å⁻¹

Here are the Mulliken charges for atoms 1 to 4, given in e: -0.347, -0.156, 1.055, -0.771

Entry 2:
The following is a DFT calculation (wB97M-V/def2-TZVPD) of a cluster of 9 separate species, C29H73N3O9 in total at a distorted geometry.

The geometry in XYZ format:
```
114
Properties=species:S:1:pos:R:3:forces:R:3
C 1.0043 -6.1321 -1.1901 -0.987 1.268 1.403
O 0.3945 -6.4130 -2.3953 -0.051 -1.174 -1.518
H 1.8178 -5.4180 -1.3182 0.233 -0.362 -0.042
H 0.2069 -5.6086 -0.6627 0.531 0.443 0.924
H 1.2314 -7.0016 -0.5733 0.615 -0.223 -0.176
H -0.4581 -6.7520 -2.1131 -0.411 0.000 -0.608
C 0.1201 -2.4593 0.9219 -0.195 -0.677 0.742
O -0.6728 -3.4140 0.1977 0.758 1.845 -0.446
H -0.4064 -1.7966 1.6088 -0.840 0.196 -0.335
H 0.7300 -2.9903 1.6528 0.619 -0.247 -0.272
H 0.7275 -1.8126 0.2887 -0.082 -0.363 -0.384
H -1.4029 -3.6790 0.7619 -0.081 -0.522 0.346
C 1.4258 4.3600 -5.8118 -0.424 0.604 1.814
C 0.4839 3.2464 -5.2575 -0.970 0.845 -2.806
C 0.7574 2.1306 -6.3193 0.082 -0.697 1.531
C 0.1918 0.8372 -5.8939 -1.119 -1.817 2.651
C 0.6579 0.4438 -4.4415 -1.051 1.355 -0.158
C 0.2715 1.5022 -3.3381 0.199 1.016 -0.572
N 0.7387 2.8769 -3.8903 1.364 -2.510 0.793
O 0.3510 3.8787 -3.0001 -0.121 0.162 -0.259
C -1.2751 1.4613 -2.9189 1.794 -0.124 -1.237
C 1.0678 1.1907 -2.0492 -0.068 0.157 0.401
C -0.9803 3.6991 -5.4893 -0.174 0.419 0.431
H 1.4675 5.1745 -5.0887 -0.121 0.242 0.046
H 1.0035 4.7733 -6.7277 0.292 -0.242 -0.147
H 2.4619 4.0337 -5.9029 -0.154 -0.225 -0.313
H 0.2704 2.2626 -7.2855 0.657 1.148 -0.135
H 1.8435 2.0389 -6.3104 0.088 -0.069 -0.799
H 0.3396 -0.0033 -6.5721 0.360 0.092 -0.102
H -0.8910 0.8980 -5.7846 -0.315 0.181 -0.391
H 1.7446 0.3956 -4.5119 0.112 -0.440 0.545
H 0.1396 -0.4366 -4.0617 0.575 -0.594 -0.437
H -1.4146 0.4901 -2.4442 -0.348 0.171 -0.086
H -1.5418 2.2475 -2.2126 0.194 -0.137 0.043
H -1.8853 1.5675 -3.8158 -0.247 -0.254 0.168
H 0.6358 0.4127 -1.4199 -0.308 -0.579 -0.648
H 2.0973 0.8859 -2.2371 0.056 0.271 -0.159
H 1.0559 1.9896 -1.3078 0.213 0.645 -0.496
H -1.6876 2.9023 -5.2589 0.029 -0.115 -0.538
H -1.1042 4.1064 -6.4928 -0.125 -0.426 -0.133
H -1.3148 4.5155 -4.8493 0.358 0.233 0.256
H -0.6004 3.7533 -3.0288 -0.595 0.663 0.542
C -3.0548 3.5075 -0.0185 1.005 -0.275 -0.646
C -3.0179 2.1484 0.7183 -0.423 0.513 1.402
C -3.4201 2.6299 2.1826 -1.428 -2.599 -0.137
C -4.0993 1.4785 2.9793 -0.086 -0.650 -0.396
C -5.2398 0.7303 2.2173 1.158 1.614 -0.859
C -4.7844 0.1841 0.8056 1.858 0.776 1.915
N -4.0692 1.2944 0.0800 -0.780 0.958 1.863
O -3.5969 0.9225 -1.2027 -0.224 -0.269 0.396
C -3.9060 -1.0477 1.0961 -0.450 -0.248 -0.943
C -6.0225 -0.1380 0.0583 -1.465 -0.391 -0.490
C -1.6400 1.4507 0.7557 0.945 0.339 -0.470
H -3.9326 4.1279 0.1625 -0.305 -0.572 0.016
H -2.9462 3.3507 -1.0917 0.068 0.284 -0.140
H -2.2281 4.1415 0.3022 0.327 -0.125 -0.022
H -2.5805 2.9342 2.8077 0.158 0.429 -0.585
H -4.1815 3.4004 2.0615 0.249 0.246 0.228
H -4.4324 1.8295 3.9560 -0.385 0.278 -0.071
H -3.3687 0.7237 3.2702 0.366 -0.059 -0.226
H -6.0120 1.4497 1.9448 -0.339 0.151 0.460
H -5.6486 -0.0489 2.8606 -0.028 -0.163 -0.341
H -4.6208 -1.8700 1.1262 0.376 -0.380 0.273
H -3.2114 -1.2410 0.2787 -0.043 -0.105 -0.132
H -3.3189 -1.0199 2.0140 -0.220 0.165 0.024
H -6.7042 0.7098 -0.0103 0.565 0.649 -0.675
H -5.8294 -0.6058 -0.9070 -0.129 0.151 -0.038
H -6.7215 -0.7561 0.6217 0.577 -0.849 0.257
H -1.6329 0.3924 1.0165 -0.514 0.084 0.170
H -0.9085 1.9319 1.4049 -0.374 0.259 0.589
H -1.0647 1.4917 -0.1692 -0.574 -0.008 -0.487
H -3.8480 1.7288 -1.6593 -0.055 -0.260 -0.697
C 5.7905 -0.7539 4.1113 -0.497 0.501 0.494
C 4.8548 0.3658 3.4936 1.661 -0.689 -1.457
C 4.3423 -0.2479 2.1407 -0.877 -0.227 1.536
C 3.2834 -1.3665 2.3866 1.397 0.827 -0.595
C 2.2190 -0.9363 3.3657 0.170 0.938 0.354
C 2.5788 -0.0882 4.6748 -0.447 -1.847 -1.514
N 3.7498 0.7505 4.3720 -0.130 0.519 -2.232
O 4.2815 1.4244 5.4577 0.031 0.123 0.745
C 1.3980 0.8399 4.9605 0.563 1.125 0.682
C 2.7874 -0.9917 5.9029 0.538 0.628 -0.148
C 5.8119 1.5650 3.0688 -0.896 0.614 -0.054
H 6.5870 -1.0955 3.4502 -0.437 -0.094 -0.448
H 5.1497 -1.5672 4.4519 0.313 -0.253 -0.233
H 6.3803 -0.4392 4.9722 -0.187 0.377 0.384
H 3.8190 0.5189 1.5695 0.153 0.263 0.001
H 5.1935 -0.6048 1.5609 0.005 0.034 0.025
H 3.6933 -2.3430 2.6443 0.330 0.101 0.095
H 2.8316 -1.4733 1.4004 -0.327 -0.430 0.081
H 1.7188 -1.8768 3.5965 -0.698 0.497 0.463
H 1.5945 -0.2261 2.8236 -0.509 -0.405 -0.125
H 0.4572 0.3842 5.2693 0.300 -0.363 0.137
H 1.8104 1.4782 5.7419 -0.514 0.009 0.648
H 1.1490 1.5976 4.2175 0.277 -0.461 -0.717
H 1.8852 -1.4717 6.2820 -0.053 0.142 -0.235
H 3.5453 -1.7535 5.7203 -0.069 -0.068 0.017
H 3.1701 -0.2913 6.6453 -0.030 -0.358 0.510
H 5.3699 2.2554 2.3503 -0.678 -0.443 -0.449
H 6.7154 1.2185 2.5671 -0.016 -0.401 0.237
H 6.0940 2.3354 3.7864 0.134 -0.733 0.883
H 4.9936 0.8276 5.6994 0.460 0.078 0.883
O -2.8491 -5.7912 -1.3291 -0.115 -0.382 -0.616
H -2.5552 -5.8602 -0.4207 0.054 0.140 0.778
H -2.5087 -4.9480 -1.6281 0.136 0.247 -0.077
O 1.9748 -2.0343 -2.0595 0.596 0.389 0.162
H 2.5104 -2.2807 -1.3054 0.025 -0.279 0.315
H 2.5569 -1.5051 -2.6047 0.111 0.225 -0.256
O -1.9064 -5.3944 1.4812 -0.243 0.315 -1.039
H -1.3370 -6.1132 1.7559 0.584 -0.553 0.380
H -2.4311 -5.1942 2.2563 -0.587 0.076 0.832
O -0.1955 -3.0971 -3.0023 -0.828 -0.107 -0.806
H -0.6898 -3.1565 -2.1848 -0.046 -0.078 0.445
H 0.6148 -2.6484 -2.7607 0.178 -0.098 0.240
```
Forces are in eV/Å.

net charge: -1
M: 607.92 g mol⁻¹
spin multiplicity: 2
HOMO-LUMO gap (spin up / spin down): 2.031 / 8.416 eV
HOMO (spin up / spin down): 0.03 / -6.43 eV
F_max: 3.40 eV Å⁻¹

Here are the Mulliken charges for atoms 1 to 4, given in e: -0.276, -0.490, 0.150, -0.159

Number 1: electronic energy -3485.33477 Eh. Number 2: electronic energy -1989.87933 Eh.